Record 1
ORCA calculation (wB97M-V/def2-TZVPD) on a structure of composition C34H31IN8OSV at a distorted geometry.

Positions of all 77 atoms, in Å:
V 0.314 -1.167 -0.227
O -3.091 -0.987 1.266
C -1.972 -1.524 1.170
N -1.461 -2.257 0.178
C -2.322 -2.460 -0.972
C -1.912 -1.644 -2.172
C -2.847 -1.344 -3.157
C -2.439 -0.638 -4.272
C -1.112 -0.239 -4.370
C -0.258 -0.537 -3.328
N -0.646 -1.221 -2.246
C -0.998 -1.332 2.303
C -1.412 -1.240 3.621
C -0.448 -1.069 4.601
C 0.885 -0.972 4.230
C 1.211 -1.036 2.888
N 0.287 -1.221 1.947
H -3.368 -2.251 -0.737
H -2.261 -3.510 -1.282
H -3.875 -1.660 -3.038
H -3.147 -0.390 -5.052
H -0.753 0.315 -5.226
H 0.775 -0.210 -3.337
H -2.468 -1.301 3.846
H -0.733 -1.006 5.643
H 1.660 -0.826 4.968
H 2.230 -0.930 2.537
C 4.620 -2.534 0.052
C 5.296 -1.386 -0.348
C 4.572 -0.272 -0.735
C 3.174 -0.306 -0.718
C 2.457 -1.455 -0.322
C 3.230 -2.556 0.059
C 2.363 0.860 -1.102
C 2.893 1.986 -1.784
C 2.070 2.989 -2.187
C 0.684 2.926 -1.905
C -0.234 3.924 -2.295
C -1.558 3.809 -1.980
C -2.015 2.689 -1.257
C -1.144 1.712 -0.864
C 0.231 1.805 -1.179
N 1.067 0.784 -0.821
H 5.181 -3.411 0.357
H 6.379 -1.359 -0.352
H 5.112 0.622 -1.028
H 2.732 -3.472 0.367
H 3.948 2.028 -2.011
H 2.462 3.841 -2.731
H 0.133 4.782 -2.845
H -2.259 4.576 -2.283
H -3.065 2.601 -1.009
H -1.502 0.850 -0.311
C -0.521 5.043 3.839
N -1.333 3.984 3.304
C -2.744 3.875 3.638
C -3.179 2.588 2.919
N -1.908 2.049 2.473
C -0.858 2.870 2.691
S 0.717 2.564 2.256
H -0.860 6.012 3.466
H 0.506 4.874 3.527
H -0.568 5.052 4.933
H -3.293 4.749 3.284
H -2.876 3.811 4.723
H -3.839 2.798 2.076
H -3.690 1.893 3.585
H -1.821 1.163 2.008
I 2.663 -6.626 -4.175
C 1.570 -5.557 -2.781
C 0.700 -6.066 -1.851
N 0.230 -4.997 -1.172
N 0.745 -3.840 -1.598
C 1.564 -4.161 -2.581
H 0.399 -7.076 -1.633
H -0.401 -4.979 -0.387
H 2.131 -3.401 -3.092

- Strongest force on any atom: 1.190 eV Å⁻¹
- Orbital gap (spin up / spin down): 0.24396 / 0.29178 Ha
- Multiplicity: 4

Record 2
ORCA calculation (wB97M-V/def2-TZVPD) on a structure of composition C34H32BF3MnN7O4PS3 at a distorted geometry.

Positions of all 86 atoms, in Å:
Mn 1.108 0.875 1.098
C -4.687 -0.291 -0.996
N -4.340 0.243 0.319
C -5.022 0.023 1.497
C -4.385 0.738 2.451
N -3.310 1.383 1.872
B -2.297 2.287 2.670
N -2.301 3.700 1.994
C -2.938 4.843 2.380
C -2.663 5.810 1.459
N -1.871 5.242 0.502
C -1.354 5.929 -0.680
C -1.667 3.956 0.847
S -0.759 2.789 -0.064
C -3.314 1.071 0.577
S -2.321 1.545 -0.787
H -5.472 -1.031 -0.871
H -3.816 -0.768 -1.451
H -5.044 0.506 -1.645
H -5.900 -0.596 1.543
H -4.599 0.843 3.499
H -2.651 2.364 3.809
H -1.198 1.841 2.551
H -3.521 4.889 3.283
H -2.954 6.845 1.420
H -2.126 6.588 -1.067
H -1.092 5.194 -1.435
H -0.474 6.513 -0.418
N 7.636 -2.483 1.113
C 6.594 -2.001 1.135
C 5.287 -1.404 1.140
C 4.821 -0.740 0.012
C 3.564 -0.176 0.051
N 2.762 -0.261 1.121
C 3.223 -0.895 2.209
C 4.470 -1.478 2.263
H 5.433 -0.649 -0.873
H 3.180 0.378 -0.790
H 2.564 -0.929 3.064
H 4.799 -1.975 3.164
N -0.175 -0.925 3.147
C 0.234 -0.261 2.288
H -0.665 -1.326 3.920
O 0.564 -0.068 -0.672
P 0.343 -1.479 -1.203
C 1.736 -2.057 -2.174
C 2.443 -1.131 -2.941
C 3.448 -1.559 -3.793
C 3.745 -2.912 -3.890
C 3.020 -3.841 -3.157
C 2.007 -3.419 -2.309
C -1.026 -1.521 -2.369
C -1.221 -0.415 -3.196
C -2.166 -0.463 -4.208
C -2.912 -1.618 -4.407
C -2.705 -2.731 -3.602
C -1.756 -2.689 -2.591
C 0.019 -2.652 0.117
C 1.072 -3.333 0.727
C 0.821 -4.198 1.781
C -0.480 -4.390 2.227
C -1.533 -3.710 1.627
C -1.285 -2.843 0.576
H 2.195 -0.077 -2.881
H 3.993 -0.840 -4.392
H 4.535 -3.245 -4.549
H 3.238 -4.896 -3.250
H 1.436 -4.151 -1.752
H -0.623 0.476 -3.048
H -2.312 0.393 -4.854
H -3.642 -1.659 -5.205
H -3.273 -3.636 -3.771
H -1.582 -3.567 -1.982
H 2.086 -3.198 0.370
H 1.637 -4.737 2.243
H -0.675 -5.084 3.034
H -2.547 -3.872 1.970
H -2.107 -2.316 0.103
F 2.229 4.715 3.216
C 2.547 4.554 1.944
F 1.556 5.049 1.185
F 3.666 5.183 1.668
S 2.728 2.740 1.579
O 4.099 2.415 1.763
O 2.156 2.509 0.234
O 1.769 2.070 2.515

- Energy relative to the best compared isomer or geometry (same formula, charge and spin): 0.0 kJ/mol
- Strongest force on any atom: 1.648 eV Å⁻¹
- Charge: +2
- Orbital gap (spin up / spin down): 0.29956 / 0.29644 Ha
- Multiplicity: 2

Record 3
ORCA calculation (wB97M-V/def2-TZVPD) on a structure of composition C34H32BrN3PdSeTe at a distorted geometry.

Positions of all 73 atoms, in Å:
Pd -0.298 1.053 1.495
C 5.712 1.195 -0.061
C 4.242 1.094 0.231
C 3.526 -0.091 0.043
C 2.186 -0.141 0.340
C 1.561 1.010 0.834
Br 0.741 -0.119 3.601
N 2.214 2.152 0.979
C 3.518 2.179 0.690
H 6.257 1.637 0.777
H 5.918 1.809 -0.940
H 6.137 0.208 -0.243
H 4.031 -0.977 -0.331
H 1.605 -1.045 0.204
H 4.014 3.137 0.839
C -2.141 -1.787 0.870
Te -1.399 -1.560 -1.149
C -2.192 -3.714 -1.007
C -3.449 -3.544 -0.250
C -4.653 -4.190 -0.503
C -5.796 -3.879 0.225
C -5.749 -2.916 1.221
C -4.554 -2.248 1.472
C -3.416 -2.545 0.743
H -2.243 -0.818 1.368
H -1.365 -2.347 1.397
H -1.411 -4.161 -0.389
H -2.296 -4.265 -1.941
H -4.697 -4.941 -1.285
H -6.728 -4.390 0.005
H -6.640 -2.672 1.786
H -4.509 -1.473 2.228
C -0.683 0.778 -0.502
C -0.596 1.405 -1.585
C -0.578 2.044 -2.806
C -1.841 2.561 -3.324
C -1.972 3.808 -3.955
C -3.209 4.306 -4.330
C -4.369 3.576 -4.105
C -4.259 2.323 -3.506
C -3.026 1.826 -3.131
C 0.680 2.205 -3.523
C 0.754 2.538 -4.888
C 1.967 2.657 -5.546
C 3.163 2.443 -4.878
C 3.112 2.098 -3.529
C 1.908 1.985 -2.866
H -1.090 4.417 -4.105
H -3.268 5.286 -4.791
H -5.336 3.965 -4.399
H -5.144 1.721 -3.332
H -2.950 0.844 -2.682
H -0.160 2.674 -5.450
H 1.971 2.909 -6.602
H 4.113 2.536 -5.392
H 4.026 1.917 -2.979
H 1.892 1.722 -1.817
C -3.737 1.792 0.229
N -2.817 2.885 0.460
C -2.584 3.923 -0.408
C -1.555 4.639 0.091
N -1.160 4.024 1.259
C -0.063 4.454 2.096
C -1.914 2.917 1.475
Se -2.160 2.047 3.147
H -4.645 2.180 -0.233
H -3.975 1.339 1.190
H -3.268 1.049 -0.417
H -3.119 4.023 -1.334
H -1.023 5.475 -0.322
H 0.809 4.640 1.471
H 0.183 3.645 2.789
H -0.338 5.348 2.660

- Energy relative to the best compared isomer or geometry (same formula, charge and spin): 101.4 kJ/mol
- Strongest force on any atom: 1.261 eV Å⁻¹
- Charge: -2
- Orbital gap: 0.17746 Ha

Record 4
ORCA calculation (wB97M-V/def2-TZVPD) on a structure of composition C34H32ClN2O3OsSi at a distorted geometry.

Positions of all 74 atoms, in Å:
Os 0.465 -0.059 -0.832
N 2.444 -0.427 -1.444
C 3.635 0.363 -1.173
C 4.827 -0.196 -1.613
C 6.023 0.462 -1.411
C 6.005 1.700 -0.782
C 4.809 2.247 -0.361
C 3.583 1.583 -0.517
C 2.317 2.263 -0.120
C 2.410 3.423 0.661
C 1.351 4.296 0.806
C 0.176 4.055 0.108
C 0.030 2.864 -0.575
C 1.042 1.884 -0.603
H 2.384 -0.607 -2.450
H 2.572 -1.365 -1.053
H 4.809 -1.158 -2.112
H 6.951 0.023 -1.749
H 6.924 2.251 -0.638
H 4.829 3.235 0.071
H 3.342 3.661 1.151
H 1.461 5.183 1.416
H -0.632 4.775 0.114
H -0.894 2.697 -1.097
C 1.057 -2.697 1.694
Si 0.956 -1.019 2.465
C 0.375 -1.267 4.220
C 2.600 -0.157 2.455
N -0.151 -0.067 1.407
C -1.111 0.771 1.777
C -1.235 1.352 3.088
C -2.205 2.264 3.382
C -3.122 2.658 2.395
C -3.058 2.135 1.111
C -2.084 1.210 0.805
O -1.911 0.650 -0.415
C -2.871 0.814 -1.435
C -4.195 0.500 -1.190
C -5.107 0.603 -2.231
C -4.691 1.004 -3.492
C -3.353 1.295 -3.717
C -2.432 1.198 -2.684
H 1.640 -3.352 2.346
H 1.547 -2.673 0.721
H 0.067 -3.142 1.568
H 0.887 -2.155 4.598
H -0.697 -1.451 4.298
H 0.637 -0.442 4.883
H 3.231 -0.572 3.244
H 2.487 0.915 2.638
H 3.128 -0.281 1.507
H -0.503 1.096 3.831
H -2.257 2.695 4.372
H -3.882 3.392 2.626
H -3.752 2.470 0.355
H -4.511 0.160 -0.212
H -6.145 0.356 -2.050
H -5.407 1.082 -4.299
H -3.017 1.590 -4.701
H -1.380 1.394 -2.856
Cl -3.251 -6.754 -0.739
C -2.509 -5.204 -0.981
C -3.279 -4.044 -0.885
C -2.709 -2.809 -1.076
C -1.335 -2.656 -1.346
O -0.893 -1.419 -1.526
C -0.578 -3.842 -1.469
C 0.808 -3.863 -1.844
O 1.541 -2.893 -1.939
C -1.183 -5.102 -1.292
H -4.336 -4.131 -0.669
H -3.311 -1.915 -1.026
H 1.219 -4.854 -2.101
H -0.584 -5.997 -1.409

- Energy relative to the best compared isomer or geometry (same formula, charge and spin): 0.0 kJ/mol
- Strongest force on any atom: 1.088 eV Å⁻¹
- Charge: +1
- Orbital gap (spin up / spin down): 0.29339 / 0.20639 Ha
- Multiplicity: 5

Record 5
ORCA calculation (wB97M-V/def2-TZVPD) on a structure of composition C34H32CsF5IP3Se.

Positions of all 77 atoms, in Å:
Cs 0.141 0.438 0.836
I 2.302 1.220 -1.855
C 4.321 -1.821 -2.699
C 4.718 -1.473 -3.973
C 6.027 -1.102 -4.302
C 6.972 -1.161 -3.331
C 6.622 -1.479 -1.998
C 7.670 -1.490 -1.050
C 7.418 -1.680 0.270
C 6.084 -1.783 0.685
C 5.017 -1.807 -0.190
P 3.365 -1.609 0.614
C 3.106 -3.164 1.565
C 4.078 -4.077 1.964
C 3.728 -5.182 2.732
C 2.410 -5.384 3.115
C 1.426 -4.492 2.705
C 1.773 -3.402 1.923
C 3.755 -0.421 1.951
C 4.096 0.874 1.539
C 4.329 1.869 2.475
C 4.209 1.593 3.832
C 3.857 0.318 4.245
C 3.631 -0.688 3.311
C 5.264 -1.735 -1.609
H 4.008 -1.506 -4.791
H 6.267 -0.820 -5.318
H 8.011 -0.944 -3.549
H 8.679 -1.317 -1.405
H 8.218 -1.685 1.000
H 5.879 -1.783 1.748
H 5.111 -3.931 1.674
H 4.490 -5.888 3.039
H 2.145 -6.241 3.720
H 0.392 -4.651 2.984
H 1.007 -2.734 1.536
H 4.157 1.104 0.480
H 4.592 2.865 2.142
H 4.384 2.372 4.563
H 3.758 0.098 5.301
H 3.364 -1.681 3.652
C -1.969 -4.047 -0.191
P -0.954 -2.752 -0.993
C -2.037 -2.322 -2.410
C 0.366 -3.797 -1.834
C 1.767 -3.239 -1.500
P 2.690 -2.608 -2.898
C 3.058 -4.079 -3.893
C 1.544 -1.597 -3.852
H -1.395 -4.526 0.603
H -2.321 -4.806 -0.893
H -2.821 -3.536 0.262
H -2.332 -3.199 -2.991
H -1.543 -1.598 -3.060
H -2.928 -1.844 -1.998
H 0.166 -3.849 -2.907
H 0.299 -4.817 -1.456
H 2.385 -3.964 -0.968
H 1.669 -2.374 -0.844
H 3.449 -3.800 -4.869
H 2.148 -4.667 -4.020
H 3.804 -4.680 -3.372
H 2.059 -0.825 -4.417
H 0.899 -1.078 -3.144
H 0.957 -2.235 -4.513
F -6.454 2.962 4.197
C -5.686 2.168 3.442
C -6.233 1.448 2.398
F -7.543 1.551 2.144
C -5.430 0.631 1.624
F -6.017 -0.035 0.625
C -4.060 0.499 1.847
Se -2.962 -0.587 0.763
C -3.548 1.246 2.906
F -2.229 1.208 3.187
C -4.333 2.065 3.694
F -3.791 2.764 4.701

- Energy relative to the best compared isomer or geometry (same formula, charge and spin): 2.9 kJ/mol
- Strongest force on any atom: 0.466 eV Å⁻¹
- Orbital gap: 0.20809 Ha

Record 6
ORCA calculation (wB97M-V/def2-TZVPD) on a cluster of 2 separate species, C34H32O6 in total at a distorted geometry.

Positions of all 72 atoms, in Å:
C -3.356 -3.565 -2.782
C -3.709 -2.195 -2.268
O -3.140 -2.092 -0.936
C -2.742 -0.877 -0.521
C -2.158 -0.977 0.833
C -1.295 -2.079 1.148
C -1.080 -2.436 2.589
C -2.085 -2.332 3.560
C -1.780 -2.557 4.907
C -0.479 -2.914 5.284
C 0.491 -3.148 4.299
C 0.173 -2.960 2.953
O -0.729 -2.718 0.246
C -2.471 0.103 1.729
O -1.803 0.453 2.708
O -3.566 0.784 1.318
C -4.073 1.737 2.289
C -5.075 2.572 1.554
O -2.791 0.151 -1.180
H -3.651 -3.642 -3.828
H -2.278 -3.745 -2.700
H -3.880 -4.341 -2.214
H -3.296 -1.403 -2.904
H -4.795 -2.077 -2.165
H -3.104 -2.078 3.254
H -2.560 -2.428 5.663
H -0.222 -3.026 6.339
H 1.498 -3.473 4.561
H 0.899 -3.167 2.164
H -4.536 1.172 3.112
H -3.259 2.360 2.678
H -5.379 3.412 2.184
H -4.659 2.961 0.618
H -5.964 1.982 1.314
C -1.519 6.431 -0.676
C -0.998 5.052 -0.433
C -1.478 4.315 0.660
C -1.011 3.042 0.907
C -0.074 2.408 0.034
C 0.262 1.056 0.285
C 1.166 0.248 -0.456
C 1.425 0.385 -1.848
C 2.342 -0.432 -2.496
C 2.935 -1.487 -1.796
O 3.866 -2.334 -2.402
C 5.183 -1.886 -2.571
C 6.190 -2.601 -1.909
C 7.492 -2.106 -1.928
C 7.798 -0.959 -2.670
C 6.792 -0.294 -3.377
C 5.470 -0.749 -3.332
C 2.638 -1.707 -0.442
C 1.832 -0.811 0.221
C 0.498 3.225 -0.988
C 0.013 4.501 -1.233
H -1.245 6.780 -1.676
H -2.613 6.454 -0.586
H -1.120 7.151 0.053
H -2.222 4.764 1.321
H -1.338 2.493 1.790
H -0.120 0.634 1.216
H 0.876 1.131 -2.423
H 2.602 -0.259 -3.541
H 5.920 -3.504 -1.363
H 8.264 -2.628 -1.364
H 8.825 -0.586 -2.692
H 7.024 0.594 -3.966
H 4.673 -0.234 -3.868
H 3.083 -2.557 0.075
H 1.668 -0.921 1.295
H 1.332 2.841 -1.573
H 0.421 5.093 -2.055

- Energy relative to the best compared isomer or geometry (same formula, charge and spin): 0.0 kJ/mol
- Strongest force on any atom: 1.474 eV Å⁻¹
- Orbital gap: 0.16913 Ha